[1]
C3H9N3 | ωB97M-V/def2-TZVPD

```
! wB97M-V def2-TZVPD RIJCOSX def2/J DEFGRID3
* xyz 0 1
C 1.14586 1.18273 -0.14725
C 0.59254 -0.16928 0.36422
C -0.87230 -0.27508 0.06646
H 0.55260 2.01749 0.24299
H 1.19647 1.05768 -1.24602
H 2.20387 1.36754 0.22987
H 0.63435 -0.10968 1.48602
H 1.98640 -1.70910 0.54034
H 0.64374 -2.18633 -0.50721
H -1.35848 1.66949 -0.42224
H -2.65233 0.63327 -0.18052
H -2.33759 -1.49045 -0.29313
N 1.31621 -1.35124 -0.19821
N -1.67293 0.81591 0.06769
N -1.37844 -1.45297 -0.00301
*
```

Results
Structure (SMILES)   [H]/N=C(\N)[C@H](C)N
Calculated total energy   -283.95271 a.u.
Molar mass   87.126 g/mol
Max |F|   3.5 eV/Å
HOMO   -8.955 eV
Gap between HOMO and LUMO   9.88 eV
LUMO energy   0.930 eV

[2]
C14H25BFN5O7 | ωB97M-V/def2-TZVPD

```
! wB97M-V def2-TZVPD RIJCOSX def2/J DEFGRID3
* xyz 0 1
C 3.66028 -1.03914 1.42399
N 2.96217 -0.06430 0.48752
C 1.96867 0.81290 1.27789
B 2.05644 -0.82200 -0.49032
O 1.43365 -2.08240 0.04433
N 1.72102 -0.36907 -1.89951
C 2.92968 0.11790 -2.66752
C 3.46553 1.61047 -2.25310
N 2.46805 2.46921 -1.50761
N 4.75845 1.53181 -1.47071
N 3.74612 2.34914 -3.57861
C 1.08573 -1.58682 -2.58756
O 1.73960 -2.45122 -3.36758
O -0.38525 -1.79770 -2.37939
C -1.07018 -0.75103 -3.20362
C -1.32181 0.65705 -2.40269
C -2.86021 0.80264 -1.77463
F -2.74086 1.01996 -0.28698
H 3.92184 -2.04945 0.85742
H 4.64336 -0.52508 1.83710
H 3.02947 -1.34479 2.36395
H 1.59727 0.30622 2.26524
H 1.04927 1.00117 0.54195
H 2.48995 1.83752 1.49650
H 0.47914 -1.77722 0.24479
H 2.59826 0.18744 -3.81095
H 3.78715 -0.70973 -2.64370
H 1.60710 2.66203 -2.07248
H 2.94042 3.42043 -1.43601
H 5.54431 1.97691 -1.99420
H 4.98398 0.54596 -1.20824
H 4.21386 3.26241 -3.34757
H 2.78621 2.61436 -3.94541
H -2.08650 -1.20994 -3.60443
H -0.38046 -0.63634 -4.17062
H -0.60111 0.82039 -1.46942
H -1.06922 1.53930 -3.14760
H -3.50821 -0.15824 -1.93838
H -3.32824 1.78566 -2.21790
C -4.89473 -2.28937 4.09102
C -3.59033 -2.23071 3.81566
C -2.90767 -0.92879 3.57775
O -1.70411 -0.90513 3.34557
C -3.72195 0.29557 3.62758
C -5.02701 0.23640 3.89953
C -5.70358 -1.06290 4.16454
O -6.90079 -1.08367 4.42990
O -5.79876 1.38291 3.94525
O -2.82412 -3.37948 3.74227
H -5.40322 -3.22870 4.26825
H -3.21685 1.23344 3.43519
H -6.70683 1.07766 4.16145
H -1.91497 -3.07366 3.53206
*
```

Results
Structure (SMILES)   CN(C)B(O)N(CC(N)(N)N)C(=O)OCCCF.O=C1C=C(O)C(=O)C=C1O
Calculated total energy   -1473.50333 a.u.
Molar mass   405.192 g/mol
Max |F|   8.7 eV/Å
HOMO   -8.863 eV
Gap between HOMO and LUMO   7.24 eV
LUMO energy   -1.621 eV

[3]
C20H32AlN3Te | ωB97M-V/def2-TZVPD

```
! wB97M-V def2-TZVPD RIJCOSX def2/J DEFGRID3
* xyz 2 1
Al -0.40011 0.98019 0.25346
C -2.01163 3.23442 -0.60210
N -1.48802 2.00941 -1.23237
C -0.80956 2.42149 -2.47448
C -2.60802 1.09699 -1.55472
C -3.32479 0.65977 -0.27692
N -2.33097 0.22692 0.72925
C -2.80968 0.52500 2.09016
C -2.11745 -1.22438 0.65077
H -2.86083 3.63278 -1.15959
H -1.22765 3.99014 -0.57742
H -2.31515 3.02796 0.42289
H -1.44753 3.10028 -3.04520
H -0.58626 1.56561 -3.11391
H 0.12166 2.93650 -2.23048
H -2.20181 0.22079 -2.08121
H -3.32061 1.59012 -2.22373
H -4.03460 -0.14300 -0.49986
H -3.90562 1.49450 0.11988
H -3.70821 -0.04889 2.32643
H -3.05379 1.57818 2.19995
H -2.03859 0.28294 2.81833
H -3.01582 -1.77973 0.93125
H -1.32232 -1.50285 1.34977
H -1.83983 -1.51197 -0.36837
C 2.21462 -0.19595 1.54931
C 1.35867 0.69953 2.37172
C 1.44372 0.98051 3.69592
C 0.54009 2.03612 3.96467
C -0.07067 2.37852 2.80057
C -0.95744 3.55413 2.59590
N 0.38830 1.53690 1.77094
H 3.02197 -0.58374 2.16373
H 2.65834 0.38792 0.73726
H 1.66570 -1.05361 1.14138
H 2.09301 0.51834 4.41201
H 0.38604 2.51036 4.91077
H -0.98405 4.11462 3.52854
H -1.98814 3.29918 2.35442
H -0.56105 4.21252 1.82347
C 2.81101 -0.95026 -1.82738
Te 0.66358 -0.59950 -1.71439
C 0.61867 -2.66585 -1.06555
C 1.87469 -3.26001 -1.62836
C 1.97698 -4.63719 -1.74998
C 3.13209 -5.19611 -2.26977
C 4.17517 -4.37818 -2.67041
C 4.08252 -3.00191 -2.53898
C 2.92564 -2.43657 -2.01708
H 3.31408 -0.62013 -0.91653
H 3.21020 -0.39892 -2.67706
H -0.26172 -3.15471 -1.48326
H 0.59104 -2.75207 0.02161
H 1.15541 -5.26275 -1.43618
H 3.20400 -6.26687 -2.37377
H 5.07045 -4.80849 -3.08948
H 4.90429 -2.36901 -2.83583
*
```

Results
Calculated total energy   -1455.51929 a.u.
Molar mass   469.079 g/mol
Max |F|   1.3 eV/Å
HOMO   -13.424 eV
Gap between HOMO and LUMO   6.62 eV
LUMO energy   -6.807 eV

[4]
C42H30AsBr6N2O2PW | ωB97M-V/def2-TZVPD

```
! wB97M-V def2-TZVPD RIJCOSX def2/J DEFGRID3
* xyz 2 3
W 1.90662 -1.92439 0.47092
Br -2.02037 -3.96180 5.67062
C -0.83649 -3.34078 4.38380
C -0.64782 -1.98209 4.18340
C 0.18817 -1.57962 3.17097
N 0.85525 -2.42483 2.36622
C 0.77677 -3.74676 2.67116
C -0.08183 -4.23301 3.62964
C 1.79481 -4.58412 2.00740
C 2.00920 -5.91159 2.30382
C 3.11349 -6.55260 1.75174
Br 3.43409 -8.34200 2.13039
C 3.97342 -5.82954 0.94067
C 3.66948 -4.51850 0.65901
N 2.58961 -3.89727 1.16468
H -1.15295 -1.24614 4.79394
H 0.35574 -0.52891 3.01158
H -0.15290 -5.29213 3.82519
H 1.35261 -6.45139 2.96876
H 4.86117 -6.27784 0.51724
H 4.29989 -3.94109 0.00212
Br 5.30662 0.43482 -5.16324
C 4.43227 -0.64050 -3.91414
C 4.21378 -2.03052 -4.20707
Br 4.83466 -2.74986 -5.80963
C 3.55316 -2.84503 -3.31430
Br 3.23123 -4.66506 -3.57065
C 3.08126 -2.25883 -2.13639
O 2.45879 -2.89699 -1.16732
C 3.33857 -0.91788 -1.81286
O 2.91653 -0.60420 -0.60553
C 4.01534 -0.08561 -2.72166
Br 4.30879 1.69388 -2.26055
C -1.24927 0.26142 0.91465
C -1.91712 1.62576 1.05145
As -3.89385 1.38772 0.94412
C -3.82192 0.67115 -0.87107
C -3.25885 1.37997 -1.93263
C -3.15499 0.79978 -3.18740
C -3.61179 -0.49799 -3.39648
C -4.17475 -1.21037 -2.34736
C -4.27809 -0.62523 -1.08886
C -4.33505 3.23665 0.52201
C -5.40382 3.50076 -0.32959
C -5.77912 4.81001 -0.59510
C -5.09502 5.86598 -0.00763
C -4.03614 5.60846 0.84976
C -3.65966 4.29737 1.11646
P 0.54064 0.31569 0.54530
C 0.53552 1.03421 -1.11130
C 0.57383 2.41292 -1.30354
C 0.46252 2.93442 -2.58561
C 0.31721 2.08492 -3.67300
C 0.26435 0.70928 -3.48335
C 0.36644 0.18630 -2.20538
C 1.45105 1.44310 1.63521
C 1.01121 1.78367 2.91644
C 1.78780 2.57774 3.74482
C 3.01694 3.04718 3.30254
C 3.45916 2.72583 2.02673
C 2.68674 1.92827 1.19820
H -1.63255 -0.22838 0.01100
H -1.49311 -0.40452 1.73975
H -1.62436 2.28834 0.23626
H -1.66687 2.11021 1.99134
H -2.92081 2.40105 -1.78490
H -2.73255 1.36392 -4.01006
H -3.54517 -0.94421 -4.38085
H -4.54928 -2.21312 -2.51029
H -4.73382 -1.18069 -0.27655
H -5.94607 2.68849 -0.79971
H -6.61002 5.00568 -1.26061
H -5.39097 6.88613 -0.21428
H -3.50456 6.42746 1.31756
H -2.83587 4.12045 1.79871
H 0.69457 3.08437 -0.46294
H 0.49308 4.00606 -2.73322
H 0.23933 2.49470 -4.67216
H 0.13487 0.04733 -4.33003
H 0.30636 -0.89223 -2.06946
H 0.03556 1.47121 3.26763
H 1.42544 2.84360 4.72922
H 3.62190 3.67078 3.94790
H 4.41013 3.09992 1.66958
H 3.04186 1.69064 0.20681
*
```

Results
Calculated total energy   -19966.28260 a.u.
Molar mass   1363.874 g/mol
Max |F|   0.8 eV/Å
HOMO (spin up / spin down)   -12.313 / -12.312 eV
Gap between HOMO and LUMO (spin up / spin down)   4.51 / 5.17 eV
LUMO energy (spin up / spin down)   -7.806 / -7.140 eV